Entry 1:
Formula: C7H11NO2S
Source: OMol25
Level of theory: ωB97M-V/def2-TZVPD

LUMO level = 0.68 eV
strongest force on any atom = 5.8 eV Å⁻¹
HOMO level = -9.20 eV
DFT total energy = -23852.2220 eV
structure (SMILES) = C#CC1(S(=O)(=O)N(C)C)CC1
energy relative to the best compared isomer or geometry (same formula, charge and spin) = 453.07 kJ/mol
Kohn-Sham gap = 9.9 eV

```
! RIJCOSX wB97M-V def2-TZVPD def2/J DEFGRID3
* xyz 0 1
C -1.38902 1.75667 1.45282
C -1.25211 0.67943 0.95308
C -2.52392 -1.35610 0.57334
C -2.06210 -0.92075 -0.82909
C -1.29270 -0.59144 0.36508
C 1.42642 0.51322 -0.99555
C 1.87893 0.29837 1.50101
N 1.56449 -0.33109 0.21744
O 0.63367 -2.41428 -0.91733
O 0.63322 -2.29148 1.60169
S 0.52910 -1.63144 0.31477
H -1.34905 2.72163 1.87949
H -3.42850 -0.85710 1.05854
H -2.41373 -2.48739 0.68480
H -1.50003 -1.60861 -1.44323
H -2.48423 -0.11544 -1.30551
H 2.34488 0.66161 -1.33212
H 0.70532 -0.10913 -1.56982
H 0.97140 1.40238 -0.68153
H 1.26859 1.17806 1.83061
H 1.56651 -0.40417 2.18744
H 2.95323 0.76094 1.36110
*
```

Mulliken population analysis, charges in e, atoms 1 to 2: atom 1 (C): 0.23, atom 2 (C): -1.12

***

Entry 2:
Formula: C7H11NO3
Source: OMol25
Level of theory: ωB97M-V/def2-TZVPD

LUMO level = 0.01 eV
strongest force on any atom = 4.2 eV Å⁻¹
HOMO level = -8.44 eV
DFT total energy = -15067.4412 eV
structure (SMILES) = C=C/C([O-])=C(/C(=O)O)[NH+](C)C
energy relative to the best compared isomer or geometry (same formula, charge and spin) = 308.92 kJ/mol
Kohn-Sham gap = 8.4 eV

```
! RIJCOSX wB97M-V def2-TZVPD def2/J DEFGRID3
* xyz 0 1
C 2.40157 -2.07520 -1.14734
C 1.85219 -0.93158 -0.76694
C -0.15231 -0.17126 0.58913
C 0.99684 -0.99317 0.44562
C -0.89691 -0.02606 1.82513
C -2.03651 0.44797 -0.76098
C -0.30517 2.19153 -0.31514
N -0.64774 0.72888 -0.48276
O -1.83994 0.74151 2.08753
O -0.43399 -0.82412 2.86262
O 1.34880 -1.77267 1.39295
H 3.11867 -2.03590 -1.92641
H 2.22421 -2.98153 -0.51829
H 2.08570 0.04831 -1.08474
H -2.70629 0.91507 0.05774
H -2.19246 0.81765 -1.72433
H -2.13563 -0.68262 -0.68355
H -0.76711 2.55672 0.68685
H 0.75140 2.38445 -0.48672
H -0.68059 2.83141 -1.07103
H -0.17591 0.26166 -1.39682
H 0.19119 -1.43103 2.41749
*
```

Mulliken population analysis, charges in e, atoms 1 to 2: atom 1 (C): -0.78, atom 2 (C): -0.51